(1)
# C3H4N2O

C3H4N2O in the gas phase (ωB97M-V/def2-TZVPD, the Open Molecules 2025 dataset).

## Properties
HOMO-LUMO gap, eV: 10.587
Relative energy (zero: lowest compared OMol25 entry of this formula, charge and spin), kJ/mol: 29.2
Molar mass, u: 84.078
Total energy, eV: -8203.5825
HOMO level, eV: -9.79
SMILES: O=C1CN=CN1
2S+1: 1

Cartesian coordinates (Å):
O: -1.356 1.756 0.261
C: -0.625 0.803 0.137
C: -0.933 -0.688 0.009
N: 0.321 -1.345 -0.347
C: 1.217 -0.445 -0.246
N: 0.766 0.821 0.110
H: -1.247 -1.035 1.001
H: -1.739 -0.915 -0.691
H: 2.274 -0.608 -0.434
H: 1.322 1.655 0.200

(2)
# C3H8N2

C3H8N2 in the gas phase at a distorted geometry (ωB97M-V/def2-TZVPD, the Open Molecules 2025 dataset).

## Properties
HOMO-LUMO gap, eV: 9.244
Relative energy (zero: lowest compared OMol25 entry of this formula, charge and spin), kJ/mol: 361.5
Molar mass, u: 72.111
Total energy, eV: -6218.0998
HOMO level, eV: -8.24
SMILES: C=NN(C)C
2S+1: 1

Cartesian coordinates (Å):
C: 0.322 1.231 0.014
C: 1.352 -0.988 0.031
C: -2.130 -0.283 0.051
H: 1.402 1.411 -0.378
H: 0.334 1.619 1.150
H: -0.334 1.959 -0.604
H: 1.615 -1.501 -0.977
H: 2.336 -0.528 0.176
H: 1.175 -1.764 0.927
H: -2.176 0.796 -0.088
H: -3.085 -0.914 -0.103
N: 0.175 -0.153 -0.167
N: -0.987 -0.887 -0.031

(3)
# C3H9OS

2 unconnected molecules or ions with the total composition C3H9OS at a distorted geometry (ωB97M-V/def2-TZVPD, the Open Molecules 2025 dataset).

## Properties
HOMO-LUMO gap, eV: 6.593
Relative energy (zero: lowest compared OMol25 entry of this formula, charge and spin), kJ/mol: 120.4
Molar mass, u: 93.171
Total energy, eV: -16139.8081
HOMO level, eV: -2.57
2S+1: 1
Total charge: -1

Cartesian coordinates (Å):
C: -2.575 -0.107 1.317
S: -2.295 -1.072 -0.249
H: -3.540 -0.404 1.768
H: -1.848 -0.515 2.065
H: -2.387 0.962 1.283
C: 0.950 0.321 -1.015
O: 0.241 0.829 0.148
C: 2.431 -0.073 -0.641
H: 0.465 -0.607 -1.239
H: 0.996 1.035 -1.823
H: -0.491 0.147 0.168
H: 2.491 -1.187 -0.655
H: 3.060 0.296 -1.467
H: 2.502 0.375 0.340

(4)
# C36H70O15S2

11 unconnected molecules or ions with the total composition C36H70O15S2 at a distorted geometry (ωB97M-V/def2-TZVPD, the Open Molecules 2025 dataset).

## Properties
HOMO-LUMO gap, eV: 9.408
Relative energy (zero: lowest compared OMol25 entry of this formula, charge and spin), kJ/mol: 82.3
Molar mass, u: 807.075
Total energy, eV: -90849.4271
HOMO level, eV: -9.23
SMILES: C[C@H]1COC(=O)O1.O=S1(=O)CCCC1.O=S1(=O)CCCC1.CC(C)=O.CC(C)=O.CC(C)=O.CC(C)=O.CC(C)=O.CC(C)=O.CC(C)=O.CC(C)=O
2S+1: 1

Cartesian coordinates (Å):
C: 0.607 -0.257 -3.971
C: 0.684 -0.217 -5.461
C: -0.560 -0.832 -6.193
O: -1.078 0.225 -6.994
C: -0.377 1.330 -6.821
O: -0.657 2.382 -7.319
O: 0.631 1.143 -5.939
H: -0.304 0.129 -3.513
H: 1.463 0.281 -3.556
H: 0.658 -1.255 -3.525
H: 1.527 -0.754 -5.893
H: -1.305 -1.125 -5.453
H: -0.327 -1.677 -6.832
C: -0.673 0.355 5.214
C: -0.903 1.632 5.924
O: -0.736 1.751 7.119
C: -1.342 2.810 5.059
H: -0.456 -0.407 5.964
H: 0.185 0.476 4.543
H: -1.478 -0.007 4.571
H: -2.246 2.575 4.501
H: -0.563 3.087 4.351
H: -1.490 3.603 5.792
C: -0.412 -3.185 4.610
C: 0.876 -3.264 3.842
O: 1.095 -2.544 2.895
C: 1.897 -4.262 4.368
H: -1.175 -2.582 4.123
H: -0.218 -2.693 5.570
H: -0.716 -4.198 4.877
H: 2.672 -4.373 3.614
H: 1.424 -5.224 4.559
H: 2.275 -3.833 5.297
C: 6.095 0.599 -1.810
C: 5.218 -0.276 -0.952
O: 4.517 -1.140 -1.397
C: 5.326 -0.035 0.535
H: 5.953 1.639 -1.516
H: 5.794 0.439 -2.846
H: 7.158 0.382 -1.701
H: 5.843 0.902 0.751
H: 6.012 -0.765 0.975
H: 4.356 -0.028 1.028
C: -1.364 3.826 -0.107
C: -1.404 4.843 1.005
O: -1.516 4.507 2.159
C: -1.155 6.275 0.555
H: -0.391 3.337 -0.155
H: -1.582 4.256 -1.080
H: -2.097 3.045 0.108
H: -0.194 6.261 0.036
H: -1.131 6.973 1.387
H: -1.920 6.532 -0.178
C: -2.815 1.902 -3.673
C: -1.643 2.868 -3.614
O: -0.737 2.717 -2.826
C: -1.624 4.121 -4.458
H: -3.782 2.366 -3.833
H: -2.771 1.459 -2.670
H: -2.641 1.061 -4.345
H: -2.119 4.920 -3.898
H: -2.189 3.993 -5.383
H: -0.601 4.414 -4.672
C: -4.888 1.576 2.118
C: -5.860 2.065 1.080
O: -6.609 2.986 1.321
C: -5.840 1.413 -0.263
H: -5.089 2.203 2.991
H: -3.817 1.696 1.965
H: -5.062 0.520 2.331
H: -5.492 0.381 -0.217
H: -5.089 1.923 -0.874
H: -6.808 1.492 -0.754
C: 2.251 3.588 4.983
C: 1.928 3.478 3.501
O: 1.642 2.414 3.006
C: 2.086 4.697 2.594
H: 2.398 2.562 5.329
H: 1.357 3.891 5.537
H: 3.117 4.176 5.271
H: 2.586 4.342 1.694
H: 2.720 5.440 3.073
H: 1.102 5.095 2.352
C: 2.637 -3.555 -2.420
C: 2.840 -3.191 -3.872
O: 1.931 -3.375 -4.650
C: 4.144 -2.556 -4.279
H: 2.332 -2.656 -1.889
H: 3.549 -3.961 -1.981
H: 1.883 -4.336 -2.338
H: 4.158 -1.603 -3.744
H: 4.156 -2.334 -5.344
H: 4.987 -3.173 -3.979
C: 0.586 0.371 0.476
C: 0.553 -0.977 -0.267
C: -0.892 -1.066 -0.807
S: -1.924 -0.434 0.582
O: -2.470 -1.518 1.371
O: -2.809 0.527 -0.039
C: -0.560 0.366 1.486
H: 0.341 1.166 -0.237
H: 1.563 0.610 0.886
H: 0.753 -1.807 0.412
H: 1.263 -0.993 -1.091
H: -1.357 -2.011 -1.073
H: -0.977 -0.280 -1.553
H: -0.317 -0.288 2.323
H: -0.772 1.374 1.839
C: -1.052 -5.071 1.276
C: 0.277 -5.283 0.530
C: -0.063 -6.260 -0.578
S: -1.505 -5.413 -1.323
O: -2.411 -6.383 -1.895
O: -0.954 -4.341 -2.129
C: -2.140 -4.764 0.256
H: -0.926 -4.378 2.105
H: -1.239 -6.052 1.727
H: 1.011 -5.627 1.259
H: 0.561 -4.288 0.176
H: -0.522 -7.171 -0.182
H: 0.659 -6.578 -1.324
H: -3.028 -5.365 0.451
H: -2.479 -3.751 0.051

(5)
# C4H6N2O

C4H6N2O in the gas phase (ωB97M-V/def2-TZVPD, the Open Molecules 2025 dataset).

## Properties
HOMO-LUMO gap, eV: 9.502
Relative energy (zero: lowest compared OMol25 entry of this formula, charge and spin), kJ/mol: 272.5
Molar mass, u: 98.105
Total energy, eV: -9270.6774
HOMO level, eV: -8.99
SMILES: COC1=CCN=N1
2S+1: 1

Cartesian coordinates (Å):
C: 1.937 0.873 -1.010
O: 1.396 0.545 0.267
C: 0.189 -0.026 0.273
N: -0.423 -0.425 -0.950
N: -1.539 -0.947 -0.725
C: -1.851 -0.803 0.699
C: -0.604 -0.300 1.322
H: 2.901 1.341 -0.804
H: 2.069 -0.021 -1.625
H: 1.283 1.574 -1.541
H: -2.593 0.003 0.582
H: -2.376 -1.654 1.141
H: -0.389 -0.160 2.372

Question: Which formula does entry 4 have?
Answer: C36H70O15S2

Question: Which value of HOMO level does entry 3 give?
Answer: -2.57 eV

Question: total energy of number 3 (C3H9OS)?
Answer: -16139.8081 eV

Question: Look up the molar mass of the first one.
Answer: 84.078 u